1.
8
Properties=species:S:1:pos:R:3 method="wB97M-V/def2-TZVPD" homo_energy_ev=-10.48 orbital_gap_ev=10.181 spin_multiplicity=1
Br 2.598 -0.953 -0.101
S 1.348 0.866 0.347
O 0.914 1.276 -1.002
O 0.042 0.141 1.020
C -0.954 -0.179 0.082
H -1.199 0.456 -0.798
H -0.841 -1.230 -0.277
H -1.907 -0.376 0.729

2.
7
Properties=species:S:1:pos:R:3 method="wB97M-V/def2-TZVPD" homo_energy_ev="-10.03 / -9.67" orbital_gap_ev="8.011 / 6.991" spin_multiplicity=1
Br -2.914 -0.894 0.013
S -0.574 0.829 0.459
O -0.617 1.786 -0.619
C 0.817 -0.284 0.080
H 0.611 -1.279 0.453
H 1.680 0.129 0.601
H 0.998 -0.286 -0.987

3.
7
Properties=species:S:1:pos:R:3 method="wB97M-V/def2-TZVPD" homo_energy_ev=-9.47 orbital_gap_ev=8.741 spin_multiplicity=1
Br 0.267 2.190 0.554
P -1.546 -0.729 1.058
P -0.215 -0.989 -0.403
C 0.736 0.610 -0.527
H 0.844 0.912 -1.679
H 1.875 0.154 0.080
H -1.960 -2.148 0.917

4.
6
Properties=species:S:1:pos:R:3 method="wB97M-V/def2-TZVPD" homo_energy_ev="-9.08 / -8.33" orbital_gap_ev="7.504 / 5.910" spin_multiplicity=1
Br -1.591 1.467 -2.434
S -0.739 0.067 1.391
C -0.328 -0.196 -0.205
H 0.354 0.907 1.766
H -0.949 -1.013 -0.520
H 0.547 0.427 -0.583

5.
8
Properties=species:S:1:pos:R:3 method="wB97M-V/def2-TZVPD" homo_energy_ev=-8.55 orbital_gap_ev=8.279 spin_multiplicity=1
Cl 0.236 -1.890 -0.402
Cl 3.916 -0.938 -0.301
Si -1.287 -0.517 -0.395
F -0.125 1.614 0.587
C -1.360 1.029 0.376
H 3.286 0.178 0.169
H -2.169 1.634 0.877
H -2.497 -1.110 -0.912

6.
8
Properties=species:S:1:pos:R:3 method="wB97M-V/def2-TZVPD" homo_energy_ev=-9.83 orbital_gap_ev=8.452 spin_multiplicity=1
Cl -0.619 2.311 1.012
Cl -2.703 -0.536 -0.120
Si -0.132 0.368 0.842
F 2.056 -0.351 -0.826
C 0.668 -0.403 -0.748
H 0.401 0.286 -1.588
H -0.169 -0.264 2.242
H 0.497 -1.411 -0.814

7.
9
Properties=species:S:1:pos:R:3 method="wB97M-V/def2-TZVPD" homo_energy_ev="-8.60 / -8.57" orbital_gap_ev="7.714 / 7.663" spin_multiplicity=1
Cl -2.547 -1.273 -0.084
Cl 3.395 -0.829 0.079
N 2.670 0.361 -0.520
N -0.619 1.257 0.295
N -0.579 -1.006 -0.043
C -0.038 0.097 0.158
H -0.400 2.232 0.268
H -0.290 -1.955 -0.362
H -1.591 1.117 0.208

8.
10
Properties=species:S:1:pos:R:3 method="wB97M-V/def2-TZVPD" homo_energy_ev=-10.63 orbital_gap_ev=10.329 spin_multiplicity=1 smiles="[H]/N=N/Cl.N=C=O.Cl"
Cl 0.444 -1.110 -2.845
Cl -1.137 -1.381 1.055
O 1.596 0.150 -0.501
N -2.003 0.377 -0.468
N 1.379 0.429 1.819
N -1.315 0.256 0.537
C 1.369 0.323 0.647
H 0.623 0.121 2.418
H -2.120 1.355 -0.748
H 1.163 -0.519 -1.914

9.
9
Properties=species:S:1:pos:R:3 method="wB97M-V/def2-TZVPD" homo_energy_ev="-9.43 / -9.43" orbital_gap_ev="6.419 / 6.417" spin_multiplicity=1
Cl 5.000 1.573 -0.081
Cl 4.802 -1.595 0.452
S 1.326 0.311 1.566
P 3.805 -0.032 -0.356
O 3.512 -0.254 -1.765
C 0.105 0.088 0.264
H -0.842 -0.151 0.744
H 0.005 1.005 -0.314
H 0.410 -0.735 -0.375

10.
9
Properties=species:S:1:pos:R:3 method="wB97M-V/def2-TZVPD" homo_energy_ev=-8.57 orbital_gap_ev=6.624 spin_multiplicity=1
Cl 2.014 1.714 0.526
Cl -1.275 0.989 -0.458
S 0.190 -0.870 0.310
P 2.066 -0.063 -0.377
O 3.098 -0.968 0.532
C -2.783 0.419 -0.731
H -2.950 -0.402 -1.460
H -3.427 0.236 0.079
H 3.066 -1.055 1.581

11.
7
Properties=species:S:1:pos:R:3 method="wB97M-V/def2-TZVPD" homo_energy_ev="-9.63 / -9.63" orbital_gap_ev="9.726 / 9.725" spin_multiplicity=1 smiles="C=PCl.Cl"
Cl 2.770 -0.567 -0.700
Cl -2.482 -1.939 -0.096
P 1.531 -0.283 0.861
C 0.644 1.040 0.386
H 0.784 1.551 -0.552
H -3.131 -1.229 -0.937
H -0.116 1.428 1.039

12.
9
Properties=species:S:1:pos:R:3 method="wB97M-V/def2-TZVPD" homo_energy_ev="-7.58 / -10.50" orbital_gap_ev="8.146 / 8.513" spin_multiplicity=3
Cl 2.218 1.470 -0.656
Cl 1.378 -0.720 1.675
Cl 3.405 -1.589 -0.999
S -1.713 1.287 0.875
Si 1.793 -0.508 -0.339
C -1.763 0.192 -0.483
H -1.868 -0.850 -0.266
H -1.372 0.297 1.652
H -2.079 0.421 -1.458

13.
10
Properties=species:S:1:pos:R:3 method="wB97M-V/def2-TZVPD" homo_energy_ev=-9.96 orbital_gap_ev=9.154 spin_multiplicity=1 smiles=COP(OF)OCl
Cl -2.699 1.451 -0.726
P -0.916 -0.010 1.030
F -1.957 -2.245 -0.366
O 0.636 0.099 1.173
O -1.099 1.178 -0.140
O -0.774 -1.559 -0.470
C 1.561 0.231 0.109
H 1.259 0.932 -0.554
H 2.412 0.619 0.432
H 1.577 -0.696 -0.489

14.
8
Properties=species:S:1:pos:R:3 method="wB97M-V/def2-TZVPD" homo_energy_ev="-8.41 / -9.72" orbital_gap_ev="5.360 / 7.100" spin_multiplicity=1
Cl 2.247 -0.428 -2.133
P 0.847 -1.206 -0.962
F 1.192 -0.373 2.153
O 0.032 0.170 -0.718
C -0.981 0.396 0.289
H -1.925 0.010 -0.138
H -0.785 1.504 0.383
H -0.627 -0.073 1.126

15.
8
Properties=species:S:1:pos:R:3 method="wB97M-V/def2-TZVPD" homo_energy_ev="-9.26 / -8.03" orbital_gap_ev="7.715 / 5.066" spin_multiplicity=1
I 2.867 -0.984 -0.625
Cl 0.325 2.918 -0.753
P -0.429 1.104 -1.106
O -0.803 0.681 0.366
C -0.549 -0.713 0.538
H -1.423 -1.232 1.137
H 0.510 -0.586 0.966
H -0.498 -1.189 -0.522

16.
7
Properties=species:S:1:pos:R:3 method="wB97M-V/def2-TZVPD" homo_energy_ev=-10.00 orbital_gap_ev=10.367 spin_multiplicity=1 smiles="C/N=N/Cl"
Cl 2.167 -1.357 1.493
N 0.508 0.239 0.365
N 0.791 -0.969 0.496
C -0.642 0.464 -0.430
H -0.359 0.875 -1.342
H -1.324 1.291 0.107
H -1.142 -0.545 -0.688

17.
8
Properties=species:S:1:pos:R:3 method="wB97M-V/def2-TZVPD" homo_energy_ev=-9.68 orbital_gap_ev=9.272 spin_multiplicity=1 smiles="[H]/N=C(/N)OCl"
Cl 0.580 -1.782 1.377
O 0.208 -0.112 1.266
N 0.123 -0.427 -1.049
N -0.494 1.533 0.046
C -0.141 0.361 0.016
H -0.218 -0.193 -1.942
H -0.263 1.956 0.925
H 0.205 -1.336 -0.639

18.
9
Properties=species:S:1:pos:R:3 method="wB97M-V/def2-TZVPD" homo_energy_ev="-14.51 / -14.51" total_charge=+1 orbital_gap_ev="7.134 / 7.139" spin_multiplicity=1
Cl 2.992 0.892 -0.012
O -1.993 0.945 0.574
N 1.823 -0.489 0.135
N 0.738 -0.138 -0.463
N 2.085 -1.537 0.624
C -0.378 0.145 -0.777
H -1.939 0.306 1.315
H -1.071 0.214 -1.607
H 3.049 -1.627 0.996

19.
9
Properties=species:S:1:pos:R:3 method="wB97M-V/def2-TZVPD" homo_energy_ev=-14.92 total_charge=+1 orbital_gap_ev=10.148 spin_multiplicity=1
Cl -2.920 1.048 0.212
S 3.428 0.322 0.297
N -2.019 -1.350 0.081
N 0.846 0.122 -0.725
N -1.752 -0.207 -0.116
C 1.881 0.191 -0.212
H -0.237 -0.037 -0.518
H 3.735 1.525 0.406
H -2.963 -1.615 0.576

20.
9
Properties=species:S:1:pos:R:3 method="wB97M-V/def2-TZVPD" homo_energy_ev="-3.52 / -3.52" total_charge=-1 orbital_gap_ev="6.557 / 6.555" spin_multiplicity=1
Cl 3.069 -0.031 -0.097
S -0.597 0.880 -0.221
O -0.824 1.888 -1.309
O -1.386 1.268 0.939
N -1.129 -0.761 -0.653
C 1.729 -0.797 0.520
H 1.220 -0.036 1.355
H -1.845 -1.130 -0.004
H -0.237 -1.280 -0.531